No. 1
Here is the molecule C4H5ClO4 from the Open Molecules 2025 dataset. Energies are from the ωB97M-V functional and the def2-TZVPD basis.

Cartesian coordinates (Å):
O -0.75446 0.03823 1.92205
C -1.29419 0.41083 0.92168
C -0.68479 0.80942 -0.39920
O 0.64989 0.55459 -0.71282
C 1.18320 -0.68793 -0.32735
O 2.19198 -0.50331 0.54964
C 0.87903 -1.73829 -1.06630
O 1.42185 -2.97884 -0.83558
Cl -0.32108 -1.65500 -2.24587
H -2.31617 0.42598 0.88567
H -1.57472 0.35214 -1.02998
H -0.90917 1.86969 -0.55575
H 2.37743 0.43784 0.74714
H 1.77575 -3.45808 -1.70716

Forces on atoms 1 to 6 (eV/Å):
0.7 -0.2 0.3
3.2 0.0 0.3
-2.8 -0.3 -0.6
-0.7 -0.5 0.6
0.6 2.9 -0.5
0.2 -0.8 0.2

## Properties
Total charge: 0
LUMO, eV: 0.562
Energy relative to the best compared isomer or geometry (same formula, charge and spin), kJ/mol: 142.5
Electronic energy, hartree: -916.4754
HOMO level, eV: -8.543

How positive or negative is each atom? The Mulliken charges in e answer that: -0.4528 0.0234 -0.4805 -0.4203 0.0954 -0.5212 0.6469 -0.5275 -0.1923 0.4404 0.2650 0.3973 0.3635 0.3626

=====

No. 2
Here is a cluster of 2 separate species, C2H7NO3S2 in total from the Open Molecules 2025 dataset. Energies are from the ωB97M-V functional and the def2-TZVPD basis.

Cartesian coordinates (Å):
C -0.09995 1.52128 1.73397
C -1.36577 0.02329 -0.46839
N 0.51392 -1.39366 -1.84884
O 2.63101 -2.36769 -0.79458
O 1.14980 0.98073 -0.65832
O 0.57335 -0.78346 1.05764
S 1.22530 -2.30310 -0.78298
S 0.19428 0.42008 0.27281
H -0.73935 2.29581 1.36549
H -0.87760 0.94130 2.21981
H 0.75254 1.65622 2.34398
H -2.06187 -0.20187 0.39949
H -1.56341 0.91187 -1.08592
H -1.32063 -0.90076 -1.18071
H 0.98838 -0.80004 -2.57346

Forces on atoms 1 to 6 (eV/Å):
-2.8 -1.5 -2.4
-1.1 -0.6 -0.3
1.5 -2.0 0.4
2.6 -0.2 0.2
-0.8 0.2 0.4
0.1 0.7 -0.9

## Properties
Total charge: 0
LUMO, eV: 0.343
Energy relative to the best compared isomer or geometry (same formula, charge and spin), kJ/mol: 260.8
Electronic energy, hartree: -1157.1491
HOMO level, eV: -9.802

How positive or negative is each atom? The Mulliken charges in e answer that: -1.0862 -0.8975 -0.5747 -0.4447 -0.6094 -0.6663 0.6897 1.1645 0.4077 0.3475 0.3565 0.3040 0.3563 0.4088 0.2437

=====

No. 3
Here is the molecule C8H15I from the Open Molecules 2025 dataset. Energies are from the ωB97M-V functional and the def2-TZVPD basis.

Cartesian coordinates (Å):
C -0.63985 -2.93213 -0.16098
C -0.34742 -1.73321 -0.63313
C 0.11645 -0.50336 0.13770
C 1.55700 -0.21818 -0.21697
C 0.00770 -0.78506 1.61378
C -0.85194 0.78138 -0.12778
C -0.81636 1.95990 0.86871
C -0.61543 1.45865 -1.55511
I -2.88941 -0.01334 -0.01568
H -0.83701 -3.84912 -0.77950
H -0.53921 -3.11484 0.89157
H -0.31075 -1.68125 -1.69063
H 2.06171 0.48046 0.47639
H 2.03132 -1.18716 -0.05316
H 1.54254 0.03744 -1.25447
H 0.66291 -0.06482 2.20290
H -1.04020 -0.76142 1.88727
H 0.24072 -1.78546 1.88407
H -1.26447 1.79869 1.89262
H -1.41751 2.68568 0.35127
H 0.12810 2.45280 1.06095
H -0.12562 0.75635 -2.23706
H -0.01633 2.33411 -1.38570
H -1.55841 1.85875 -2.01287

Forces on atoms 1 to 6 (eV/Å):
0.4 -1.1 -0.1
0.4 0.0 -0.1
-1.6 0.7 0.9
-0.1 -0.6 0.8
0.3 1.2 1.0
0.8 -0.2 -1.0

## Properties
Total charge: 0
LUMO, eV: 0.634
Energy relative to the best compared isomer or geometry (same formula, charge and spin), kJ/mol: 0.0
Electronic energy, hartree: -611.4563
HOMO level, eV: -8.810

How positive or negative is each atom? The Mulliken charges in e answer that: -0.7833 -0.5414 1.7511 -1.7619 -1.8473 0.2957 -1.4893 -1.2887 0.1173 0.2621 0.1489 0.3626 0.3395 0.4594 0.4599 0.2974 0.4188 0.5179 0.3230 0.5286 0.3490 0.3537 0.3869 0.3401

=====

What is the HOMO level in the first record?
-8.543 eV

=====

Which of these has the lowest electronic energy?
C2H7NO3S2

=====

Which of these has the lowest HOMO level?
C2H7NO3S2

=====

Among the records above, which one has the lowest HOMO level?
C2H7NO3S2